Record 1
10
Properties=species:S:1:pos:R:3 method="wB97M-V/def2-TZVPD" e_homo_ev=-9.6 e_above_lowest_kj_mol=43.1
S 0.093 -1.610 0.691
S 0.808 0.835 -2.386
S 0.046 2.349 0.599
P 0.534 0.624 -0.467
O 0.109 -2.687 -0.162
O -1.088 -0.353 -0.294
O -0.552 -1.681 1.968
N 1.213 -0.508 0.451
H 0.829 3.093 -0.176
H -1.993 -0.063 -0.225



Record 2
8
Properties=species:S:1:pos:R:3 method="wB97M-V/def2-TZVPD" e_homo_ev="-9.7 / -9.8" e_above_lowest_kj_mol=50.4
P 0.214 0.484 -0.046
O -0.629 -0.100 1.237
O 0.896 1.749 0.098
O -0.902 0.485 -1.146
O 1.320 -1.911 -0.519
N 1.021 -0.794 -0.940
H -0.273 0.163 2.052
H -1.647 -0.077 -0.737



Record 3
8
Properties=species:S:1:pos:R:3 method="wB97M-V/def2-TZVPD" total_charge=-1 e_homo_ev="-3.0 / -4.3" e_above_lowest_kj_mol=171.9
S 1.087 0.145 0.812
O -0.060 -0.562 -1.378
O 2.336 0.820 0.489
O 1.148 -1.132 1.507
O -0.026 0.983 1.162
N -1.336 -0.175 -1.220
H -1.633 -0.796 -0.560
H -1.516 0.716 -0.812